ORCA calculation (ωB97M-V/def2-TZVPD) on C5H5O5Yb as an isolated structure in a non-equilibrium geometry.

Geometry as XYZ:
```
16
Properties=species:S:1:pos:R:3:mulliken_charge:R:1
H -1.45 -2.17 -1.94 0.357
H 0.16 -2.23 0.56 0.332
C -2.70 -0.97 -0.61 -0.025
O 0.69 0.32 1.49 -0.701
O -0.40 -0.72 -0.75 -0.288
H 2.21 -1.08 1.27 0.315
C 0.64 3.71 0.22 0.733
C 1.47 -0.50 0.68 -0.382
Yb -1.17 0.82 0.83 1.176
C -1.56 -1.43 -1.16 -0.311
O -2.87 0.06 0.12 -0.530
H 1.22 -2.03 -0.86 0.314
O -0.33 3.05 0.21 -0.466
H 2.04 0.12 -0.05 0.231
C 0.63 -1.49 -0.11 -0.453
O 1.43 4.55 0.10 -0.302
```

The energy relative to the best compared isomer or geometry (same formula, charge and spin) is 0.0 kJ/mol. The expectation value of S² is 0.758. As for the spin multiplicity: 2. Its orbital gap (alpha / beta) is 6.3 / 6.3 eV. The HOMO energy (alpha / beta) is -6.726 / -6.751 eV.

---

ORCA calculation (ωB97M-V/def2-TZVPD) on a 10-piece molecular cluster, C41H75BrClN9P overall.

Geometry as XYZ:
```
128
Properties=species:S:1:pos:R:3:mulliken_charge:R:1
C -3.16 0.90 -0.16 -0.841
C -1.08 8.10 0.15 -0.494
H -2.70 1.10 -2.31 0.139
H 8.56 -2.12 -0.64 0.327
H -9.87 -3.96 3.71 0.336
C -8.19 -2.90 4.55 -0.939
H -0.40 6.06 0.07 0.269
C 0.85 -4.47 -5.89 -0.430
H -4.69 -0.81 8.47 0.317
H 6.70 -7.02 -2.96 0.291
H -4.28 -1.56 1.33 0.338
C -1.02 6.68 0.71 -0.395
H -2.90 5.96 -0.11 0.208
H 2.86 0.68 3.85 0.318
C 6.40 -1.66 0.94 0.188
H -5.03 0.29 7.14 0.317
H 9.38 0.24 -0.96 0.384
H -1.72 8.73 0.78 0.287
C -6.83 -4.36 2.23 0.317
N -4.42 4.05 -1.41 -0.457
H 9.22 4.52 -3.63 0.317
H -6.63 -1.66 9.94 0.288
H 6.08 -2.54 -0.92 0.250
H 5.81 -0.80 -0.86 0.336
H 1.35 -5.33 -6.33 0.308
H 4.65 -7.73 -1.86 0.313
C -5.42 -0.35 -0.08 -0.682
C -5.42 -0.56 7.70 -1.091
H 7.23 5.48 -2.44 0.307
C 8.38 0.04 -0.58 -1.124
H 1.14 -3.20 -7.63 0.362
H -0.38 -4.09 -7.63 0.329
C -8.10 -4.77 2.83 -0.520
H -0.53 6.71 1.69 0.310
H -4.92 4.85 -4.42 0.381
H -2.36 3.19 -4.08 0.074
N -2.06 8.14 -2.26 -0.437
H 0.01 -4.86 -5.30 0.301
H 8.43 0.12 0.51 0.381
C -6.78 -0.24 8.30 -0.388
P -1.77 -0.91 -1.54 0.586
H 8.86 2.94 -2.97 0.274
H -8.26 -1.10 9.64 0.284
H -1.30 1.35 -1.24 0.522
H -5.48 -1.41 7.01 0.299
H 9.53 5.42 -1.29 0.352
H -2.19 5.48 -3.07 0.071
C 6.62 3.67 -1.61 0.305
C -5.08 -0.81 1.34 -1.004
Br -1.62 -1.60 -3.55 -0.072
H -0.09 8.57 0.14 0.300
H -4.72 0.91 -1.64 0.277
C 1.81 -3.75 -4.94 0.020
C 3.03 -3.31 -5.60 0.120
H -8.81 -2.09 4.95 0.373
N 4.00 -2.97 -6.12 -0.397
H 3.97 1.94 3.36 0.378
C -4.65 0.89 -0.55 -0.514
C 7.33 -5.68 -1.50 0.302
N -7.82 -3.51 7.71 -0.461
N 1.13 2.84 2.37 -0.428
H -7.49 0.00 7.51 0.279
H -2.73 6.20 -4.57 0.330
C -2.40 6.06 0.86 -0.955
N 6.35 -1.70 2.08 -0.578
H -0.18 -2.68 -6.58 0.216
H 3.91 -6.81 0.32 0.324
C 2.47 -0.49 1.38 -0.941
C 7.32 4.41 -2.66 -0.515
H 2.80 -1.11 0.55 0.356
C 8.79 4.01 -2.76 -0.388
H 2.17 -1.16 2.20 0.306
C -2.22 0.79 -1.39 -0.275
H 6.80 4.24 -3.60 0.285
H -7.88 -5.49 3.63 0.298
H -3.04 6.67 1.50 0.322
H -7.99 -3.59 5.36 0.330
H -4.74 0.01 1.96 0.377
C -1.62 8.12 -1.20 0.318
H 2.08 -4.40 -4.11 0.230
H 1.59 0.07 1.07 0.192
C 0.33 -3.56 -7.00 -1.069
H -9.09 -2.87 2.58 0.316
C -7.60 -2.58 8.35 0.294
C -2.90 4.03 -4.52 -0.220
H -5.92 -1.30 1.81 0.140
C -7.33 -1.39 9.15 -0.476
H 3.84 1.12 0.99 0.278
C -2.22 5.34 -4.15 -0.967
H -6.48 -0.12 -0.13 0.446
H 7.11 -7.75 -1.41 0.292
C 9.58 4.35 -1.51 -1.155
H -6.70 0.64 8.94 0.310
H -2.90 3.89 -5.60 0.371
N 6.08 3.07 -0.80 -0.417
C -4.40 4.05 -2.56 0.253
H -2.33 5.07 1.30 0.270
H 1.32 -2.87 -4.51 0.020
C 7.90 -1.34 -1.01 -0.413
C 5.14 -6.85 -1.46 -0.326
C 3.14 1.31 3.01 -0.646
H -4.87 3.09 -4.36 0.291
C 3.57 0.46 1.82 0.092
C 6.61 -6.90 -1.88 -0.522
Cl -0.10 -1.27 -0.64 -0.075
H -2.95 0.09 0.54 0.641
H 7.90 -1.41 -2.10 0.354
H -7.24 -2.46 4.23 0.202
H -2.72 -1.71 -0.92 0.118
C -4.36 4.00 -4.02 -0.482
C 6.47 -1.60 -0.52 -0.230
H 10.63 4.09 -1.63 0.320
H 5.40 -5.89 0.47 0.299
H -1.19 5.36 -4.51 0.387
H 9.21 3.80 -0.64 0.325
H -5.13 1.80 -0.22 0.384
H 7.71 0.82 -0.94 0.151
N 7.89 -4.72 -1.20 -0.402
H 5.44 -7.65 0.53 0.305
H 4.66 -5.98 -1.92 0.211
H -5.28 -1.18 -0.78 0.227
H 4.47 -0.10 2.08 -0.171
H -8.67 -5.30 2.07 0.308
C 2.01 2.16 2.66 0.246
N -5.85 -4.02 1.75 -0.455
C -8.90 -3.58 3.38 -0.513
C 4.96 -6.79 0.05 -1.082
H -2.90 1.82 0.35 0.172
```

The charge is +1. As for the spin multiplicity: 1. Its orbital gap is 9.1 eV. The HOMO energy is -12.746 eV.

---

ORCA calculation (ωB97M-V/def2-TZVPD) on CH5O2 as an isolated structure in a non-equilibrium geometry.

Geometry as XYZ:
```
8
Properties=species:S:1:pos:R:3:mulliken_charge:R:1
O -2.02 -0.27 0.96 -0.876
H -1.13 -0.23 0.11 0.402
C 0.95 0.24 -0.66 -0.567
O -0.23 -0.49 -0.79 -0.703
H 1.19 0.36 0.48 0.127
H 1.80 -0.48 -0.84 0.199
H 0.91 1.29 -1.03 0.209
H -1.48 -0.43 1.76 0.209
```

The energy relative to the best compared isomer or geometry (same formula, charge and spin) is 47.0 kJ/mol. The charge is -1. As for the spin multiplicity: 1. Its orbital gap is 8.0 eV. The HOMO energy is -3.245 eV.

---

ORCA calculation (ωB97M-V/def2-TZVPD) on the molecule CH3FO2S in a non-equilibrium geometry.

Geometry as XYZ:
```
8
Properties=species:S:1:pos:R:3:mulliken_charge:R:1
S -0.90 0.56 0.15 0.713
H 1.86 0.21 -0.22 0.243
O -0.63 1.88 -0.36 -0.532
H 0.76 -1.23 -1.20 0.247
H -1.11 0.52 1.60 0.215
F 1.06 -1.30 0.79 -0.232
O -2.00 -0.12 -0.48 -0.519
C 0.95 -0.53 -0.28 -0.136
```

The energy relative to the best compared isomer or geometry (same formula, charge and spin) is 215.4 kJ/mol. As for the spin multiplicity: 1. Its orbital gap is 10.1 eV. The HOMO energy is -10.316 eV.

---

ORCA calculation (ωB97M-V/def2-TZVPD) on C39H53CaN5P2 as an isolated structure in a non-equilibrium geometry.

Geometry as XYZ:
```
100
Properties=species:S:1:pos:R:3:mulliken_charge:R:1
H -5.95 0.65 -5.66 0.325
H 4.47 -4.94 2.55 0.388
H 1.14 2.41 1.78 -0.315
H -0.75 1.36 -2.65 0.699
H 2.83 -4.40 2.13 0.195
Ca 0.79 -0.98 1.39 1.182
H -3.70 -2.81 -5.89 0.328
H 3.64 1.76 4.46 0.317
H -1.31 5.52 2.53 0.429
C 2.16 2.68 1.49 -0.893
C 4.34 1.29 -2.31 -0.797
C -4.03 -1.84 2.21 -0.595
H -1.79 -1.98 2.00 0.424
H -1.20 1.41 3.98 0.337
H 6.17 -1.42 6.36 0.335
C 4.98 -2.60 4.08 -0.859
C -4.14 -1.82 -5.71 -0.357
C 3.39 0.89 -1.38 -0.133
C 6.47 -1.04 5.37 -1.656
H 6.68 0.03 5.47 0.358
H -1.68 3.75 0.49 0.383
H 3.42 0.81 -0.30 0.282
C 3.64 -4.29 2.86 -1.875
H -0.77 -0.22 -3.84 0.427
C -5.63 -1.83 -5.82 -0.948
H 5.37 1.90 2.44 0.268
C -1.30 2.31 3.41 -0.554
H -4.35 -2.84 2.51 0.440
H -0.59 -0.81 4.04 0.453
C 0.46 -0.80 3.71 -1.641
N 0.20 -1.23 -2.22 0.418
H -4.31 1.37 1.35 0.492
H -3.06 1.24 -4.85 0.152
H 2.28 3.76 1.67 0.579
C -5.42 0.28 -3.60 -0.290
C -0.48 1.37 -1.58 -1.201
H 5.33 1.67 -2.08 0.470
C -1.56 3.56 1.54 -0.462
H -2.27 -0.90 -5.64 0.790
C -1.73 1.29 -0.68 -1.479
C 3.61 -1.84 2.25 -0.661
C 5.41 -1.29 4.32 0.486
H -1.61 -2.71 -4.56 0.318
H -2.43 0.52 -1.04 0.373
H 0.06 2.31 -1.39 0.513
H -5.29 2.01 -4.79 0.448
C -6.34 -1.94 -4.43 -0.553
C 2.93 2.26 3.80 -1.650
H -5.27 0.97 -2.76 0.419
C 3.17 1.90 2.33 1.023
H 0.83 -2.87 -0.93 0.560
H 5.17 0.76 3.89 0.191
H 4.25 1.35 -4.55 0.424
H -0.98 4.01 4.78 0.451
H 3.02 -2.06 1.34 1.154
C -5.89 -0.95 -3.39 -0.528
H 1.92 1.99 4.09 0.098
C -3.35 -0.75 -5.56 -0.350
H 0.93 -1.73 4.09 0.382
H 3.29 -4.68 3.83 0.388
C 4.56 2.38 1.90 -1.395
C 3.77 1.13 -3.61 -0.750
H 0.94 0.01 4.27 0.187
C -4.89 -0.71 2.00 -0.747
C -0.99 -2.45 -3.71 -0.330
C -1.18 3.64 3.77 -0.482
H 7.42 -1.54 5.13 0.331
H 2.30 2.48 0.42 0.109
N -2.75 -0.08 1.60 0.618
N 2.94 0.45 2.08 0.848
H 1.72 0.36 -4.16 0.392
H -3.70 1.11 -6.50 0.323
P 0.76 0.09 -1.23 -0.335
C -3.77 0.68 -5.48 -0.629
H 3.06 3.33 3.94 0.530
H -6.04 -1.00 -6.40 0.342
H -6.17 -2.96 -4.06 0.350
H -5.90 -2.75 -6.36 0.386
H -6.12 -1.27 -2.37 0.435
H -5.97 -0.69 2.11 0.437
H 5.35 -3.42 4.69 0.351
C 3.80 -0.47 2.62 0.426
C -5.19 0.93 -4.94 -0.916
C -1.34 4.44 2.59 -0.708
H 4.65 3.45 2.07 0.508
N -1.60 2.25 2.02 0.468
C 4.83 -0.24 3.61 -0.870
H -7.42 -1.83 -4.59 0.298
C -2.73 -1.44 1.96 -0.531
C 2.48 0.63 -3.44 -0.233
C 4.08 -2.87 3.04 0.533
C -4.08 0.35 1.62 -0.416
H -0.58 -4.42 -2.71 0.437
C -0.58 -1.17 -3.37 -0.188
H -2.30 2.23 -0.72 0.698
P -1.33 0.81 1.04 0.381
N 2.24 0.49 -2.08 0.559
C -0.45 -3.35 -2.73 -1.057
H 4.71 2.21 0.83 0.160
C 0.26 -2.59 -1.81 -0.422
```

The energy relative to the best compared isomer or geometry (same formula, charge and spin) is 0.0 kJ/mol. As for the spin multiplicity: 1. Its orbital gap is 5.4 eV. The HOMO energy is -5.794 eV.

---

Repeat the third record exactly.
ORCA calculation (ωB97M-V/def2-TZVPD) on CH5O2 as an isolated structure in a non-equilibrium geometry.

Geometry as XYZ:
```
8
Properties=species:S:1:pos:R:3:mulliken_charge:R:1
O -2.02 -0.27 0.96 -0.876
H -1.13 -0.23 0.11 0.402
C 0.95 0.24 -0.66 -0.567
O -0.23 -0.49 -0.79 -0.703
H 1.19 0.36 0.48 0.127
H 1.80 -0.48 -0.84 0.199
H 0.91 1.29 -1.03 0.209
H -1.48 -0.43 1.76 0.209
```

The energy relative to the best compared isomer or geometry (same formula, charge and spin) is 47.0 kJ/mol. The charge is -1. As for the spin multiplicity: 1. Its orbital gap is 8.0 eV. The HOMO energy is -3.245 eV.